Record 1
# C12H43AgO10

A structure of composition C12H43AgO10 in a non-equilibrium geometry (wB97M-V/def2-TZVPD, the Open Molecules 2025 dataset).

Positions of all 66 atoms, in Å:
Ag -0.16 3.66 0.17
C 1.39 -0.11 0.02
C -0.06 0.15 -0.31
C -1.04 -0.17 0.83
O -0.24 1.45 -0.74
H 1.59 -1.16 0.24
H 1.77 0.44 0.88
H 2.09 0.22 -0.75
H -0.36 -0.57 -1.09
H -2.07 -0.18 0.48
H -0.92 0.51 1.68
H -0.88 -1.20 1.16
C -3.17 0.07 -2.39
O -2.29 1.08 -2.82
H -2.68 -0.80 -1.93
H -3.95 0.40 -1.69
H -3.72 -0.32 -3.24
H -1.68 1.28 -2.09
C -0.65 -3.04 3.68
O -0.51 -4.22 2.89
H -0.58 -2.12 3.10
H -1.60 -3.05 4.22
H 0.13 -3.04 4.44
H -1.42 -4.53 2.75
C 5.37 -1.11 1.09
O 6.18 -2.07 1.73
H 4.45 -1.55 0.68
H 5.08 -0.32 1.80
H 5.90 -0.58 0.31
H 5.61 -2.63 2.27
C 0.39 3.19 3.38
O 0.96 2.75 2.16
H 0.25 2.36 4.08
H 1.02 3.90 3.94
H -0.57 3.68 3.27
H 1.82 2.37 2.36
C 0.64 0.75 -4.61
O 1.37 1.19 -3.47
H -0.02 1.55 -4.97
H 1.32 0.55 -5.43
H -0.01 -0.10 -4.39
H 0.79 1.09 -2.71
C -3.25 2.92 0.14
O -2.21 3.15 1.09
H -3.97 3.75 0.09
H -2.84 2.80 -0.87
H -3.79 1.98 0.28
H -2.65 3.14 1.94
C -3.73 -2.83 0.03
O -4.28 -3.75 0.97
H -2.65 -2.97 0.00
H -4.16 -2.99 -0.96
H -3.98 -1.81 0.35
H -5.22 -3.85 0.81
C 0.69 -3.36 -1.83
O 1.06 -4.63 -2.30
H -0.39 -3.18 -1.82
H 0.95 -3.23 -0.77
H 1.12 -2.61 -2.50
H 2.01 -4.72 -2.24
C 3.16 3.47 -0.43
O 1.97 4.17 -0.78
H 2.88 2.55 0.08
H 3.71 3.17 -1.33
H 3.82 4.06 0.21
H 2.20 5.02 -1.16

- 2S+1 = 2
- total energy (Ha) = -1381.8852
- charge = +1
- LUMO level (alpha / beta) (eV) = -3.304 / -6.029
- strongest force on any atom (eV/A) = 1.7
- HOMO (alpha / beta) (Eh) = -0.455 / -0.455
- gap between HOMO and LUMO (alpha / beta) (eV) = 9.09 / 6.36
- ⟨S²⟩ = 0.75

---

Record 2
# C12H43N3O8

A cluster of 8 separate species, C12H43N3O8 in total in a non-equilibrium geometry (wB97M-V/def2-TZVPD, the Open Molecules 2025 dataset).

Positions of all 66 atoms, in Å:
C -25.26 5.02 7.02
C -25.84 5.39 8.39
C -25.66 4.12 9.31
O -25.94 2.94 8.55
C -25.69 1.76 9.14
N -25.17 6.65 8.76
H -25.03 5.85 6.35
H -26.03 4.49 6.46
H -24.35 4.41 7.05
H -26.86 5.62 8.05
H -26.27 4.25 10.20
H -24.65 4.06 9.74
H -26.42 1.41 9.87
H -24.69 1.70 9.55
H -25.75 1.11 8.26
H -25.69 7.45 8.44
H -25.25 6.90 9.74
C -26.34 12.57 4.53
C -25.89 12.04 5.92
C -24.89 10.83 5.88
O -23.59 11.11 5.30
C -22.76 9.99 5.05
N -25.21 13.08 6.54
H -25.50 12.35 3.87
H -26.66 13.61 4.57
H -27.15 12.08 3.99
H -26.76 11.65 6.44
H -25.26 9.97 5.33
H -24.62 10.48 6.88
H -21.74 10.27 4.79
H -23.31 9.53 4.22
H -22.67 9.31 5.89
H -25.91 13.80 6.69
H -24.61 13.56 5.88
C -29.36 12.83 10.19
C -28.52 13.26 9.03
C -29.22 12.75 7.70
O -29.42 11.33 7.53
C -30.09 10.88 6.35
N -28.22 14.66 9.19
H -30.29 13.38 10.36
H -28.83 13.06 11.12
H -29.56 11.76 10.20
H -27.62 12.67 9.20
H -28.61 13.05 6.85
H -30.21 13.17 7.53
H -29.37 10.29 5.77
H -30.58 11.64 5.74
H -30.85 10.19 6.70
H -27.56 14.83 8.45
H -29.02 15.26 9.02
O -29.25 6.99 6.59
H -30.03 7.47 6.33
H -29.39 6.10 6.26
O -28.13 9.16 8.39
H -28.40 8.59 7.67
H -28.28 10.05 8.06
O -29.37 7.16 10.66
H -30.26 6.84 10.52
H -29.25 7.83 9.98
O -25.34 8.87 10.69
H -25.79 9.25 9.93
H -25.96 8.23 11.03
O -31.20 9.67 9.20
H -30.27 9.85 9.15
H -31.58 10.47 9.58

- SMILES = COC[C@H](C)N.COC[C@H](C)N.COC[C@H](C)N.O.O.O.O.O
- total energy (Ha) = -1249.0442
- charge = 0
- LUMO level (eV) = 0.141
- strongest force on any atom (eV/A) = 3.8
- HOMO (Eh) = -0.323
- gap between HOMO and LUMO (eV) = 8.93

---

Record 3
# C12H44O10

A cluster of 10 separate species, C12H44O10 in total in a non-equilibrium geometry (wB97M-V/def2-TZVPD, the Open Molecules 2025 dataset).

Positions of all 66 atoms, in Å:
C 2.20 -3.06 -6.08
O 2.76 -2.15 -5.20
H 3.05 -3.54 -6.56
H 1.65 -3.74 -5.43
H 1.56 -2.56 -6.81
H 2.11 -2.03 -4.50
C 0.80 0.38 -0.11
O 0.83 -1.00 -0.58
H -0.20 0.81 -0.18
H 1.14 0.47 0.92
H 1.51 1.00 -0.67
H 1.49 -1.46 -0.06
C 4.19 5.17 -4.86
O 4.87 5.98 -3.92
H 3.54 4.40 -4.45
H 3.63 5.73 -5.62
H 4.95 4.63 -5.43
H 5.18 5.37 -3.25
C -5.82 5.10 -2.39
O -4.62 4.48 -2.09
H -6.35 4.64 -3.22
H -6.42 5.21 -1.49
H -5.48 6.12 -2.59
H -4.68 4.31 -1.14
C -6.30 -1.92 0.35
C -5.35 -3.10 0.11
O -6.11 -4.28 -0.20
H -6.81 -1.54 -0.54
H -5.82 -1.05 0.79
H -7.01 -2.27 1.10
H -4.90 -3.33 1.07
H -4.65 -2.88 -0.69
H -5.49 -4.97 -0.46
C -1.08 -8.04 -1.00
C -1.76 -8.51 -2.26
O -3.17 -8.72 -2.14
H -0.22 -7.44 -1.31
H -0.75 -8.91 -0.45
H -1.72 -7.39 -0.41
H -1.34 -9.43 -2.69
H -1.59 -7.80 -3.07
H -3.31 -9.54 -1.66
C 0.04 6.95 5.40
C 0.18 5.77 6.33
O 0.09 4.62 5.59
H -0.97 7.17 5.05
H 0.64 6.76 4.51
H 0.38 7.90 5.79
H -0.53 5.76 7.16
H 1.16 5.77 6.80
H 0.35 3.90 6.17
C 6.49 -2.93 1.05
C 5.83 -2.34 2.24
O 4.61 -3.06 2.50
H 7.50 -2.52 1.01
H 5.95 -2.76 0.12
H 6.62 -4.01 1.14
H 5.61 -1.27 2.26
H 6.40 -2.45 3.16
H 4.20 -2.65 3.27
O -3.74 4.29 2.59
H -3.01 4.15 3.19
H -4.47 4.56 3.15
O 4.15 4.49 3.19
H 4.71 4.30 3.94
H 3.26 4.47 3.55

- SMILES = CCO.CCO.CCO.CCO.CO.CO.CO.CO.O.O
- total energy (Ha) = -1235.8012
- charge = 0
- LUMO level (eV) = 0.122
- strongest force on any atom (eV/A) = 2.2
- HOMO (Eh) = -0.370
- gap between HOMO and LUMO (eV) = 10.18

---

Record 4
# C12H44O10

A cluster of 10 separate species, C12H44O10 in total in a non-equilibrium geometry (wB97M-V/def2-TZVPD, the Open Molecules 2025 dataset).

Positions of all 66 atoms, in Å:
O -6.83 -12.11 -20.96
H -5.92 -11.92 -21.25
H -7.02 -11.42 -20.30
O -10.51 -12.97 -23.21
H -11.40 -12.59 -23.21
H -10.15 -12.74 -22.33
O -7.37 -14.83 -20.96
H -8.06 -14.88 -21.64
H -6.99 -13.92 -21.02
O -10.55 -15.81 -22.48
H -10.06 -15.99 -23.29
H -10.74 -14.86 -22.55
O -7.16 -14.32 -18.20
H -7.51 -14.47 -19.09
H -7.05 -15.20 -17.84
O -9.94 -12.44 -20.48
H -10.24 -12.05 -19.65
H -8.97 -12.37 -20.45
C -4.66 -16.37 -23.17
C -4.54 -17.72 -23.87
C -3.95 -18.91 -23.12
O -5.74 -18.02 -24.59
H -5.43 -16.36 -22.39
H -4.83 -15.55 -23.86
H -3.75 -16.20 -22.59
H -3.81 -17.56 -24.68
H -4.50 -19.13 -22.20
H -2.90 -18.83 -22.83
H -4.08 -19.78 -23.77
H -6.45 -17.45 -24.27
C -1.65 -12.23 -20.71
C -2.08 -13.71 -20.65
C -3.53 -13.77 -20.17
O -1.80 -14.27 -21.91
H -1.86 -11.66 -19.81
H -2.21 -11.71 -21.49
H -0.58 -12.14 -20.90
H -1.34 -14.13 -19.96
H -3.58 -13.50 -19.12
H -3.85 -14.79 -20.43
H -4.24 -13.10 -20.67
H -2.45 -14.06 -22.59
C -8.06 -15.29 -26.94
C -8.19 -15.05 -25.44
C -7.22 -13.99 -24.95
O -9.55 -14.86 -25.08
H -8.65 -16.18 -27.16
H -7.04 -15.53 -27.23
H -8.46 -14.43 -27.49
H -7.87 -15.99 -24.95
H -7.60 -13.00 -25.24
H -6.23 -14.17 -25.35
H -7.11 -13.98 -23.86
H -9.60 -13.98 -24.65
C -8.85 -17.70 -19.17
C -7.62 -18.29 -19.87
C -7.81 -18.53 -21.36
O -6.55 -17.29 -19.74
H -9.70 -18.38 -19.18
H -9.10 -16.68 -19.44
H -8.58 -17.65 -18.11
H -7.27 -19.15 -19.30
H -7.81 -17.57 -21.88
H -8.78 -19.00 -21.54
H -7.06 -19.16 -21.82
H -6.83 -16.50 -20.25

- SMILES = CC(C)O.CC(C)O.CC(C)O.CC(C)O.O.O.O.O.O.O
- total energy (Ha) = -1235.9754
- charge = 0
- LUMO level (eV) = -0.356
- strongest force on any atom (eV/A) = 2.8
- HOMO (Eh) = -0.355
- gap between HOMO and LUMO (eV) = 9.30

---

Record 5
# C12H44O13

A cluster of 10 separate species, C12H44O13 in total in a non-equilibrium geometry (wB97M-V/def2-TZVPD, the Open Molecules 2025 dataset).

Positions of all 69 atoms, in Å:
O 1.98 2.61 -2.06
H 2.53 2.81 -1.30
H 1.18 3.12 -1.92
O 3.28 0.02 0.94
H 3.86 0.38 0.27
H 3.66 -0.84 1.15
O -0.03 0.43 0.04
H 0.73 1.00 0.14
H 0.24 -0.23 -0.59
O 2.35 2.56 1.09
H 2.43 1.64 1.37
H 3.26 2.87 1.05
O -0.71 3.63 1.45
H 0.01 3.51 0.84
H -0.34 3.38 2.30
C -2.46 2.59 -1.90
C -3.18 2.85 -0.55
O -2.94 4.11 0.05
O -1.06 2.70 -1.72
H -2.75 3.43 -2.54
H -2.74 1.62 -2.32
H -2.77 2.16 0.19
H -4.26 2.72 -0.43
H -2.03 4.10 0.34
H -0.71 1.87 -1.38
C 2.15 -1.81 -2.51
C 3.63 -2.26 -2.81
O 4.42 -1.28 -2.23
O 1.86 -1.82 -1.10
H 1.42 -2.50 -2.92
H 1.76 -0.84 -2.81
H 3.97 -2.30 -3.84
H 3.82 -3.28 -2.47
H 5.32 -1.57 -2.42
H 2.66 -1.64 -0.60
C -2.14 -3.15 -2.87
C -1.84 -1.72 -3.07
O -2.95 -0.79 -2.92
O -0.98 -3.90 -3.10
H -2.96 -3.57 -3.47
H -2.39 -3.37 -1.83
H -1.42 -1.45 -4.04
H -1.11 -1.38 -2.33
H -3.32 -1.01 -2.06
H -0.82 -3.83 -4.04
C 3.31 1.79 4.19
C 1.81 1.36 4.24
C 1.48 0.00 3.60
O 1.54 1.14 5.66
H 3.58 2.10 3.18
H 4.11 1.08 4.41
H 3.49 2.70 4.77
H 1.04 2.10 4.01
H 2.12 -0.82 3.92
H 1.46 -0.02 2.51
H 0.54 -0.34 4.03
H 2.29 0.67 6.04
C -4.44 -2.26 0.21
C -3.32 -1.40 0.88
C -2.14 -2.37 1.29
O -2.72 -0.57 -0.11
H -5.30 -2.39 0.86
H -4.04 -3.27 0.23
H -4.65 -1.83 -0.77
H -3.87 -0.87 1.67
H -1.63 -2.90 0.47
H -2.24 -3.14 2.06
H -1.28 -1.79 1.63
H -1.76 -0.51 -0.06

- SMILES = CC(C)O.CC(C)O.OCCO.OCCO.OCCO.O.O.O.O.O
- total energy (Ha) = -1461.5920
- charge = 0
- LUMO level (eV) = -0.303
- strongest force on any atom (eV/A) = 3.4
- HOMO (Eh) = -0.319
- gap between HOMO and LUMO (eV) = 8.39

---

Record 6
# C12H44O16

A cluster of 10 separate species, C12H44O16 in total in a non-equilibrium geometry (wB97M-V/def2-TZVPD, the Open Molecules 2025 dataset).

Positions of all 72 atoms, in Å:
O 0.77 0.23 -0.10
H -0.10 0.44 0.29
H 1.32 0.99 0.12
O 0.19 0.20 -3.27
H 0.87 0.69 -3.78
H 0.52 0.18 -2.36
O 2.68 1.53 2.52
H 2.96 2.08 3.26
H 1.75 1.75 2.39
O 0.00 2.94 1.47
H -0.29 3.61 2.11
H -0.53 3.13 0.66
C -1.77 2.86 -2.99
C -0.89 3.30 -1.86
O -1.68 3.46 -0.67
O -2.71 3.94 -3.27
H -2.35 1.96 -2.83
H -1.13 2.79 -3.88
H -0.36 4.21 -2.14
H -0.13 2.53 -1.73
H -2.41 4.04 -0.92
H -2.65 4.12 -4.21
C -1.28 -0.43 3.65
C -1.36 -1.68 2.81
O -2.22 -2.65 3.40
O -0.77 -0.67 4.95
H -2.24 0.08 3.66
H -0.59 0.26 3.14
H -0.39 -2.20 2.82
H -1.61 -1.42 1.78
H -2.07 -2.63 4.35
H 0.16 -0.44 4.97
C -3.67 0.10 -0.35
C -4.12 0.16 1.09
O -5.30 0.94 1.23
O -2.63 -0.86 -0.42
H -3.36 1.10 -0.67
H -4.50 -0.11 -1.03
H -3.27 0.60 1.64
H -4.26 -0.83 1.55
H -5.25 1.32 2.11
H -2.24 -0.80 -1.30
C 3.16 1.83 -2.89
C 3.73 3.24 -2.94
O 4.84 3.29 -3.85
O 2.54 1.45 -4.11
H 2.47 1.61 -2.08
H 4.02 1.18 -2.67
H 4.18 3.58 -2.01
H 2.95 3.93 -3.29
H 4.55 2.97 -4.71
H 3.21 1.26 -4.77
C 2.16 -3.27 2.71
C 2.12 -1.91 2.05
O 3.41 -1.37 1.99
O 2.63 -3.07 4.06
H 2.76 -4.03 2.21
H 1.17 -3.75 2.74
H 1.50 -1.31 2.73
H 1.60 -1.92 1.10
H 3.78 -1.41 2.87
H 3.22 -3.80 4.25
C -0.39 -3.42 -0.58
C -0.76 -4.53 -1.54
O 0.32 -5.01 -2.33
O 0.42 -2.45 -1.25
H 0.29 -3.82 0.19
H -1.26 -2.96 -0.09
H -1.53 -4.17 -2.24
H -1.27 -5.33 -0.99
H 0.49 -5.91 -2.05
H 0.60 -1.70 -0.66

- SMILES = OCCO.OCCO.OCCO.OCCO.OCCO.OCCO.O.O.O.O
- total energy (Ha) = -1687.3187
- charge = 0
- LUMO level (eV) = 0.147
- strongest force on any atom (eV/A) = 2.0
- HOMO (Eh) = -0.352
- gap between HOMO and LUMO (eV) = 9.73

---

Record 7
# C12H48NO17S4

A structure of composition C12H48NO17S4 in a non-equilibrium geometry (wB97M-V/def2-TZVPD, the Open Molecules 2025 dataset).

Positions of all 82 atoms, in Å:
C -0.16 -4.58 -0.19
S 0.86 -5.24 -1.55
O 2.24 -5.45 -1.03
O 0.22 -6.50 -2.02
S 1.00 -3.87 -3.18
O 1.57 -4.68 -4.29
O -0.38 -3.42 -3.56
N 2.06 -2.62 -2.87
S 1.26 -1.45 -2.00
O 0.54 -1.94 -0.78
O 2.26 -0.43 -1.58
S -0.08 -0.35 -3.21
H -0.66 -5.42 0.29
H -0.83 -3.78 -0.48
H 0.53 -4.16 0.55
H -1.18 -1.16 -3.29
C -1.46 0.59 1.28
O -0.28 0.78 0.51
H -1.62 1.48 1.88
H -2.31 0.44 0.62
H -1.35 -0.28 1.94
H -0.14 -0.01 -0.02
C 3.46 1.82 1.20
O 2.13 1.52 1.59
H 3.97 2.30 2.04
H 4.00 0.91 0.92
H 3.45 2.51 0.35
H 1.69 1.10 0.83
C 2.40 5.29 1.76
O 1.14 5.55 1.13
H 2.66 6.14 2.38
H 2.32 4.40 2.39
H 3.17 5.14 1.00
H 0.93 4.79 0.60
C -3.97 -4.72 0.71
O -3.12 -3.87 -0.05
H -3.43 -5.02 1.61
H -4.88 -4.20 0.99
H -4.22 -5.62 0.14
H -3.60 -3.62 -0.84
C 5.00 -6.49 -4.46
O 4.64 -5.15 -4.77
H 6.05 -6.63 -4.72
H 4.87 -6.68 -3.39
H 4.39 -7.19 -5.03
H 3.72 -5.05 -4.53
C 0.94 1.39 5.20
O 2.12 1.86 4.55
H 1.12 1.43 6.27
H 0.09 2.04 4.95
H 0.73 0.36 4.90
H 1.95 1.82 3.60
C -4.16 -0.94 -5.43
O -3.61 -1.76 -4.39
H -4.89 -0.27 -4.98
H -3.37 -0.34 -5.90
H -4.65 -1.55 -6.18
H -2.97 -2.34 -4.80
C -4.42 -1.22 -0.79
O -3.27 -0.70 -1.45
H -4.23 -1.21 0.28
H -5.29 -0.60 -1.01
H -4.61 -2.25 -1.12
H -3.45 -0.71 -2.39
C 3.65 1.44 7.99
O 4.40 2.40 7.27
H 4.22 1.13 8.86
H 2.70 1.87 8.32
H 3.46 0.56 7.36
H 3.88 2.65 6.50
C -1.42 8.09 -0.49
O -1.74 7.52 0.77
H -2.30 8.61 -0.86
H -0.60 8.81 -0.39
H -1.14 7.32 -1.21
H -0.95 7.07 1.08
C -1.97 4.06 -0.86
O -1.43 2.95 -1.56
H -2.09 4.88 -1.57
H -2.94 3.81 -0.44
H -1.29 4.38 -0.06
H -1.32 2.23 -0.91

- total energy (Ha) = -3412.4205
- charge = -1
- LUMO level (eV) = 2.153
- strongest force on any atom (eV/A) = 5.7
- HOMO (Eh) = -0.257
- gap between HOMO and LUMO (eV) = 9.16